1 | CH4N2O | ωB97M-V with the def2-TZVPD basis set

Properties
LUMO = 0.8948 eV
E_HOMO = -10.12 eV
orbital gap = 11.01 eV
molar mass = 60.056 Da
charge = 0

CARTESIAN COORDINATES (ANGSTROEM)
C  -0.18844  -0.26680  -0.25424
N  0.90840  -0.57640  0.58250
N  0.89949  0.65796  -0.14382
O  -1.43610  -0.15834  0.37478
H  -0.30112  -0.85827  -1.19035
H  0.45563  -0.19773  1.37171
H  1.50799  0.68391  -0.93477
H  -1.84585  0.71567  0.19420

Here are the Löwdin charges for atoms 1 to 6, given in e: atom 1 (C): -0.48, atom 2 (N): 0.04, atom 3 (N): 0.01, atom 4 (O): 0.00, atom 5 (H): 0.15, atom 6 (H): 0.07



2 | CH4N2O | ωB97M-V with the def2-TZVPD basis set

Properties
LUMO = 0.6886 eV
E_HOMO = -10.57 eV
orbital gap = 11.26 eV
molar mass = 60.056 Da
charge = 0

CARTESIAN COORDINATES (ANGSTROEM)
C  2.00857  0.02342  0.05292
N  1.81173  -1.17042  0.01437
N  -0.92362  0.53603  -0.15814
O  2.51216  1.06075  0.21347
H  -1.93318  0.81388  0.03443
H  0.89606  -1.62686  0.00900
H  -0.29284  1.35603  -0.15818
H  -0.90027  -0.09925  0.67144

Here are the Löwdin charges for atoms 1 to 6, given in e: atom 1 (C): -0.45, atom 2 (N): 0.17, atom 3 (N): -0.03, atom 4 (O): 0.15, atom 5 (H): 0.04, atom 6 (H): 0.08



3 | CH4N2O | ωB97M-V with the def2-TZVPD basis set

Properties
LUMO = 0.9741 eV
E_HOMO = -9.73 eV
orbital gap = 10.71 eV
molar mass = 60.056 Da
charge = 0

CARTESIAN COORDINATES (ANGSTROEM)
C  0.51632  0.34170  -1.03921
H  0.30225  -1.06366  1.61247
H  -1.31679  -0.89237  1.11351
H  -0.10844  1.27878  0.53618
H  0.66406  -0.49031  -1.61772
N  -0.45435  -0.86254  0.91273
N  -0.04757  0.31464  0.15856
O  0.44452  1.37377  -1.67651

Here are the Löwdin charges for atoms 1 to 6, given in e: atom 1 (C): -0.38, atom 2 (H): 0.11, atom 3 (H): -0.02, atom 4 (H): 0.16, atom 5 (H): 0.10, atom 6 (N): 0.08



4 | CH4N2O | ωB97M-V with the def2-TZVPD basis set

Properties
LUMO = 0.9067 eV
E_HOMO = -9.71 eV
orbital gap = 10.61 eV
molar mass = 60.056 Da
charge = 0

CARTESIAN COORDINATES (ANGSTROEM)
C  0.38590  0.45997  -0.45772
H  -1.41757  -1.92852  0.31010
H  -2.06723  -0.63289  0.45201
H  0.15960  -0.25624  1.39256
H  -0.16529  0.58976  -1.36533
N  -1.24917  -0.99222  -0.00825
N  -0.28464  -0.24856  0.51192
O  1.48898  1.01919  -0.19608

Here are the Löwdin charges for atoms 1 to 6, given in e: atom 1 (C): -0.28, atom 2 (H): 0.09, atom 3 (H): 0.08, atom 4 (H): 0.14, atom 5 (H): 0.12, atom 6 (N): -0.01



Most stable of them? 2.



1 | C3H9O3 | ωB97M-V with the def2-TZVPD basis set

Properties
LUMO = 3.7933 eV
E_HOMO = -3.20 eV
orbital gap = 7.00 eV
molar mass = 93.102 Da
charge = -1

CARTESIAN COORDINATES (ANGSTROEM)
C  0.56557  -0.34807  -0.42600
O  1.23944  0.43885  0.40522
C  -0.89322  -0.77992  0.02345
C  -1.40593  0.32698  0.91388
O  -2.82788  0.20755  1.31972
H  0.35310  -0.00915  -1.47874
H  1.05367  -1.33198  -0.71356
H  -0.80795  -1.67813  0.64325
H  -1.55710  -0.96356  -0.82532
H  -0.95629  0.46238  1.88573
H  -1.28993  1.23508  0.31077
H  -3.24810  -0.28595  0.60488
H  3.52790  1.38870  -1.50084
H  2.68153  0.63839  -0.34089
O  3.56517  0.69884  -0.82153

Here are the Löwdin charges for atoms 1 to 6, given in e: atom 1 (C): -0.53, atom 2 (O): -0.29, atom 3 (C): -0.21, atom 4 (C): -0.26, atom 5 (O): -0.14, atom 6 (H): 0.08



2 | C3H9O3 | ωB97M-V with the def2-TZVPD basis set

Properties
LUMO = 3.7642 eV
E_HOMO = -3.15 eV
orbital gap = 6.92 eV
molar mass = 93.102 Da
charge = -1

CARTESIAN COORDINATES (ANGSTROEM)
C  0.47117  -0.76043  -0.98176
O  1.29303  0.33786  -0.97425
C  0.09198  -1.23515  0.42368
C  -0.73292  -0.16088  1.12236
O  -0.83299  -0.40822  2.54889
H  -0.48193  -0.52385  -1.50105
H  0.96606  -1.60690  -1.51417
H  0.92755  -1.47917  1.07706
H  -0.56363  -2.11063  0.27756
H  -0.23142  0.79471  0.96083
H  -1.75920  -0.13685  0.75433
H  -0.39496  0.30573  3.01351
H  -0.31485  2.65524  -1.65426
H  0.96673  1.71582  -1.61626
O  0.59537  2.61272  -1.93648

Here are the Löwdin charges for atoms 1 to 6, given in e: atom 1 (C): -0.47, atom 2 (O): -0.35, atom 3 (C): -0.21, atom 4 (C): -0.27, atom 5 (O): -0.12, atom 6 (H): 0.09



3 | C3H9O3 | ωB97M-V with the def2-TZVPD basis set

Properties
LUMO = 3.5191 eV
E_HOMO = -3.07 eV
orbital gap = 6.59 eV
molar mass = 93.102 Da
charge = -1

CARTESIAN COORDINATES (ANGSTROEM)
C  0.43062  0.14291  0.85385
O  1.20551  1.12153  0.36390
C  0.03668  -0.99449  -0.15798
C  -1.37730  -1.46084  0.10262
O  -1.71600  -2.70796  -0.59201
H  0.88437  -0.43457  1.69159
H  -0.53236  0.53610  1.25702
H  0.68540  -1.87844  -0.04510
H  0.14681  -0.67038  -1.18641
H  -1.48103  -1.64058  1.16775
H  -2.10086  -0.72667  -0.21268
H  -1.74138  -3.38638  0.08513
H  2.05366  3.28923  -1.08837
H  1.02633  2.71760  -0.13333
O  1.26150  3.57562  -0.61620

Here are the Löwdin charges for atoms 1 to 6, given in e: atom 1 (C): -0.50, atom 2 (O): -0.33, atom 3 (C): -0.20, atom 4 (C): -0.28, atom 5 (O): -0.11, atom 6 (H): 0.08



4 | C3H9O3 | ωB97M-V with the def2-TZVPD basis set

Properties
LUMO = 3.5303 eV
E_HOMO = -2.09 eV
orbital gap = 5.62 eV
molar mass = 93.102 Da
charge = -1

CARTESIAN COORDINATES (ANGSTROEM)
C  0.19309  -0.63288  0.57361
C  0.45093  -1.23839  -0.81857
O  0.24168  -0.29056  -1.84636
C  -1.25319  0.02883  0.74423
O  -1.54070  0.09097  2.05680
H  0.98804  0.05006  0.82335
H  0.11903  -1.46920  1.27177
H  1.41810  -1.74557  -0.85607
H  -0.28447  -2.07247  -0.93120
H  0.99784  -0.31871  -2.45985
H  -1.10502  1.13682  0.46421
H  -2.08092  -0.48926  0.17243
H  0.64266  2.37388  1.05527
H  0.36814  1.96358  -0.39040
O  0.84479  2.61289  0.14079

Here are the Löwdin charges for atoms 1 to 6, given in e: atom 1 (C): -0.19, atom 2 (C): -0.32, atom 3 (O): -0.09, atom 4 (C): -0.53, atom 5 (O): -0.40, atom 6 (H): 0.08



Most stable of them? 2.



1 | C2H5FIN | ωB97M-V with the def2-TZVPD basis set

Properties
LUMO = 0.2063 eV
E_HOMO = -9.03 eV
orbital gap = 9.23 eV
molar mass = 188.971 Da
charge = 0

CARTESIAN COORDINATES (ANGSTROEM)
C  0.51545  0.63520  0.97692
C  -0.26293  -0.26075  -0.00004
N  0.20678  -0.49609  -1.23870
F  -0.42699  -1.64196  0.41858
I  -2.56046  0.40156  -0.03743
H  -0.25349  1.10036  1.71113
H  1.43940  0.03830  1.33579
H  0.97659  1.35631  0.20546
H  0.06162  -1.45314  -1.51806
H  0.30403  0.32020  -1.85364

Here are the Löwdin charges for atoms 1 to 6, given in e: atom 1 (C): -0.09, atom 2 (C): -0.85, atom 3 (N): 0.06, atom 4 (F): -0.13, atom 5 (I): 0.48, atom 6 (H): 0.08



2 | C2H5FIN | ωB97M-V with the def2-TZVPD basis set

Properties
LUMO = 0.0882 eV
E_HOMO = -8.91 eV
orbital gap = 9.00 eV
molar mass = 188.971 Da
charge = 0

CARTESIAN COORDINATES (ANGSTROEM)
C  -0.55964  0.09942  1.21424
C  0.69406  -2.09275  0.11066
N  0.28134  -0.14507  0.07688
F  0.24935  -2.42426  1.30065
I  -0.47016  -3.13830  -1.34968
H  0.01271  -0.37969  2.01287
H  -0.78172  1.09605  1.49378
H  -1.62003  -0.32529  1.06658
H  1.71097  -1.77328  -0.01352
H  -0.27314  -0.12733  -0.75137

Here are the Löwdin charges for atoms 1 to 6, given in e: atom 1 (C): -0.22, atom 2 (C): -0.68, atom 3 (N): -0.09, atom 4 (F): -0.09, atom 5 (I): 0.79, atom 6 (H): 0.07



3 | C2H5FIN | ωB97M-V with the def2-TZVPD basis set

Properties
LUMO = 0.8114 eV
E_HOMO = -9.86 eV
orbital gap = 10.67 eV
molar mass = 188.971 Da
charge = 0

CARTESIAN COORDINATES (ANGSTROEM)
C  0.29860  0.56747  0.42491
C  0.54361  -0.98634  0.12135
N  -0.40147  -1.80298  0.15056
F  1.74914  -1.31370  -0.28525
I  -3.66558  0.22636  -0.18107
H  1.14087  0.66930  1.18616
H  0.27720  1.13824  -0.56356
H  -0.64729  0.59917  0.94293
H  0.01894  -2.76242  -0.10601
H  -3.28366  -0.41374  1.14654

Here are the Löwdin charges for atoms 1 to 6, given in e: atom 1 (C): -0.02, atom 2 (C): -0.53, atom 3 (N): 0.13, atom 4 (F): 0.08, atom 5 (I): 0.45, atom 6 (H): 0.09



4 | C2H5FIN | ωB97M-V with the def2-TZVPD basis set

Properties
LUMO (alpha / beta) = -1.8328 / -1.8846 eV
E_HOMO (alpha / beta) = -9.76 / -9.76 eV
orbital gap (alpha / beta) = 7.93 / 7.87 eV
molar mass = 188.971 Da
charge = 0

CARTESIAN COORDINATES (ANGSTROEM)
C  -0.60665  0.96155  -0.58159
C  0.13700  -0.33692  -0.34039
N  -0.00881  -0.76414  0.96184
F  1.14877  -2.36373  0.88432
I  0.71589  0.14682  2.50477
H  -1.61339  0.74508  -0.15608
H  -0.15900  1.67218  0.02653
H  -0.46251  1.41394  -1.60230
H  -0.28794  -1.22220  -0.97050
H  1.13664  -0.25257  -0.72660

Here are the Löwdin charges for atoms 1 to 6, given in e: atom 1 (C): -0.10, atom 2 (C): -0.48, atom 3 (N): -0.52, atom 4 (F): -0.35, atom 5 (I): 1.00, atom 6 (H): 0.09



Most stable of them? 1.



1 | C3H12N4O | ωB97M-V with the def2-TZVPD basis set

Properties
LUMO = 0.7250 eV
E_HOMO = -8.97 eV
orbital gap = 9.70 eV
molar mass = 120.156 Da
charge = 0

CARTESIAN COORDINATES (ANGSTROEM)
N  2.37998  1.70921  2.06886
C  1.28952  1.45078  1.25159
N  1.30264  2.04080  0.01152
N  0.27010  0.72813  1.55801
H  2.54896  0.98776  2.74387
H  3.22341  1.97667  1.58898
H  2.19827  2.36729  -0.30675
H  0.75266  1.53316  -0.66472
H  0.38840  0.37584  2.49643
C  -1.94748  -1.09747  -0.83037
O  -3.07465  -1.72453  -1.44924
C  -0.72210  -1.73672  -1.43585
N  0.49518  -1.05217  -1.00425
H  -1.96677  -0.02013  -1.02394
H  -1.95744  -1.24515  0.25242
H  -3.86192  -1.50486  -0.93868
H  -0.73569  -2.79344  -1.13954
H  -0.77321  -1.70651  -2.52327
H  1.30158  -1.64531  -1.08926
H  0.47241  -0.84237  -0.00655

Here are the Löwdin charges for atoms 1 to 6, given in e: atom 1 (N): 0.12, atom 2 (C): -0.63, atom 3 (N): 0.12, atom 4 (N): 0.08, atom 5 (H): 0.09, atom 6 (H): 0.08



2 | C3H12N4O | ωB97M-V with the def2-TZVPD basis set

Properties
LUMO = 0.9577 eV
E_HOMO = -8.90 eV
orbital gap = 9.86 eV
molar mass = 120.156 Da
charge = 0

CARTESIAN COORDINATES (ANGSTROEM)
C  -1.83878  0.23945  0.68429
C  -1.28820  -0.06914  -1.63906
N  -0.78267  -0.03604  -0.27854
C  0.41800  0.73760  -0.12014
O  0.29202  1.79351  0.77007
H  0.81705  1.05686  -1.09503
H  -2.56723  -0.57154  0.63935
H  -2.34852  1.18796  0.47794
H  -1.41698  0.29354  1.68429
H  -0.48586  -0.34538  -2.32212
H  -1.70287  0.89788  -1.95710
H  -2.07433  -0.82158  -1.70086
N  1.55598  -0.05119  0.51898
N  1.13613  -1.12924  1.34985
N  2.45871  -0.50417  -0.47053
H  1.23566  1.73922  1.17378
H  0.91434  -0.75354  2.26562
H  0.28371  -1.54022  0.95812
H  3.30913  -0.79326  0.00389
H  2.08474  -1.33072  -0.94279

Here are the Löwdin charges for atoms 1 to 6, given in e: atom 1 (C): -0.09, atom 2 (C): -0.09, atom 3 (N): -0.23, atom 4 (C): -0.43, atom 5 (O): -0.03, atom 6 (H): 0.14



Most stable of them? 1.



1 | C4H4FN | ωB97M-V with the def2-TZVPD basis set

Properties
LUMO (alpha / beta) = -1.4488 / -0.6622 eV
E_HOMO (alpha / beta) = -8.91 / -8.57 eV
orbital gap (alpha / beta) = 7.46 / 7.91 eV
molar mass = 85.081 Da
charge = 0

CARTESIAN COORDINATES (ANGSTROEM)
C  0.80351  1.17649  0.05993
C  0.80635  -0.03889  -0.58303
C  0.10559  1.50399  1.11613
C  -0.31553  -0.93310  -0.45407
N  -1.16442  -0.81330  0.47955
F  -2.32043  -1.68695  0.49689
H  1.82988  1.68181  -0.04452
H  1.58405  -0.55864  -1.12866
H  -0.96622  1.56986  1.25878
H  -0.36277  -1.90128  -1.20099

Here are the Löwdin charges for atoms 1 to 6, given in e: atom 1 (C): -0.27, atom 2 (C): -0.11, atom 3 (C): 0.17, atom 4 (C): -0.19, atom 5 (N): 0.06, atom 6 (F): -0.11



2 | C4H4FN | ωB97M-V with the def2-TZVPD basis set

Properties
LUMO = 0.7332 eV
E_HOMO = -8.91 eV
orbital gap = 9.65 eV
molar mass = 85.081 Da
charge = 0

CARTESIAN COORDINATES (ANGSTROEM)
C  1.62663  0.23359  0.23770
C  -1.49646  0.15793  -0.79006
C  -2.42652  -0.32148  -0.23307
C  0.69564  -0.35265  0.89952
N  2.15338  0.91282  -0.64335
F  -3.20487  -1.07781  0.46248
H  -1.32003  0.93922  -1.46205
H  3.08476  0.75656  -0.82501
H  0.57679  -0.01758  1.95682
H  0.31068  -1.23059  0.39702

Here are the Löwdin charges for atoms 1 to 6, given in e: atom 1 (C): -0.29, atom 2 (C): 0.07, atom 3 (C): -0.21, atom 4 (C): -0.05, atom 5 (N): 0.15, atom 6 (F): 0.12



3 | C4H4FN | ωB97M-V with the def2-TZVPD basis set

Properties
LUMO = 0.2276 eV
E_HOMO = -9.09 eV
orbital gap = 9.31 eV
molar mass = 85.081 Da
charge = 0

CARTESIAN COORDINATES (ANGSTROEM)
C  -0.93956  1.17333  0.00769
C  -1.84406  0.19886  0.09104
C  0.10118  -0.32195  0.03476
C  1.52744  -0.61852  -0.06076
N  -0.97849  -0.99168  0.11628
F  2.27234  0.52152  0.09979
H  -0.83687  2.22973  -0.07893
H  -2.92115  0.15803  0.12620
H  1.77438  -1.02426  -1.05129
H  1.84481  -1.32506  0.71519

Here are the Löwdin charges for atoms 1 to 6, given in e: atom 1 (C): 0.08, atom 2 (C): -0.16, atom 3 (C): -0.16, atom 4 (C): -0.18, atom 5 (N): 0.06, atom 6 (F): -0.04



Most stable of them? 3.



1 | C4H12O3 | ωB97M-V with the def2-TZVPD basis set

Properties
LUMO = 0.8069 eV
E_HOMO = -8.67 eV
orbital gap = 9.47 eV
molar mass = 108.137 Da
charge = 0

CARTESIAN COORDINATES (ANGSTROEM)
C  -0.06914  -1.02199  -1.12633
C  1.69859  -0.02320  -0.00373
C  -0.64204  -1.88517  -0.03406
O  -0.76243  -0.09909  -1.65465
O  2.32200  0.68414  -1.05632
H  -0.84169  0.89980  -0.78219
H  1.79610  1.47420  -1.23037
H  0.68684  -1.49841  -1.75843
H  2.09486  -1.03608  -0.00299
H  1.98983  0.39148  0.98144
H  -1.23400  -1.29885  0.66779
H  0.14001  -2.42048  0.50428
H  -1.30347  -2.62162  -0.49937
C  -1.31884  1.57751  1.20814
O  -0.45445  1.51217  0.08380
H  0.53555  0.56279  0.17011
H  -1.74221  2.58078  1.28598
H  -2.14084  0.85800  1.12698
H  -0.75467  1.36404  2.11993

Here are the Löwdin charges for atoms 1 to 6, given in e: atom 1 (C): -0.29, atom 2 (C): -0.23, atom 3 (C): -0.04, atom 4 (O): -0.04, atom 5 (O): -0.10, atom 6 (H): 0.07



2 | C4H12O3 | ωB97M-V with the def2-TZVPD basis set

Properties
LUMO = 0.7532 eV
E_HOMO = -10.04 eV
orbital gap = 10.79 eV
molar mass = 108.137 Da
charge = 0

CARTESIAN COORDINATES (ANGSTROEM)
C  -0.50535  -1.10274  -0.59058
C  -0.67881  -0.25426  0.65692
C  0.28440  -0.56132  1.78888
O  -0.46192  -0.64737  3.01131
C  -0.54395  -0.49249  -1.98580
O  0.53431  0.36089  -2.41876
H  0.49692  -1.57438  -0.42326
H  -1.23742  -1.92905  -0.69649
H  -0.44892  0.82740  0.44873
H  -1.70731  -0.31335  1.05484
H  0.78244  -1.50121  1.65627
H  0.93690  0.32074  1.83439
H  -0.01512  -1.07102  3.74285
H  -0.47057  -1.33848  -2.70559
H  -1.50621  -0.03081  -2.19083
H  1.28340  -0.16704  -2.70604
H  0.83053  1.81225  -1.08611
H  0.55748  3.13369  -0.55252
O  1.05190  2.34370  -0.29885

Here are the Löwdin charges for atoms 1 to 6, given in e: atom 1 (C): -0.19, atom 2 (C): -0.19, atom 3 (C): -0.25, atom 4 (O): -0.08, atom 5 (C): -0.25, atom 6 (O): -0.09



Most stable of them? 2.